{
  "formula": "C4H6O2",
  "method": "the ωB97M-V functional and the def2-TZVPD basis",
  "smiles": "CC(=O)CC=O",
  "charge": 0,
  "gap_ha": 0.3734,
  "spin_multiplicity": 1,
  "lumo_energy_ev": 0.182,
  "species": ["C", "C", "O", "C", "C", "O", "H", "H", "H", "H", "H", "H"],
  "xyz": [[1.26, 0.31, -0.77], [0.45, 0.60, 0.48], [0.41, 1.71, 0.96], [-0.56, -0.47, 1.02], [-1.41, -0.50, -0.21], [-1.53, -1.44, -0.96], [0.86, -0.53, -1.36], [2.28, 0.07, -0.46], [1.31, 1.19, -1.42], [-0.25, -1.48, 1.33], [-1.07, 0.01, 1.86], [-1.75, 0.52, -0.48]]
}

{
  "formula": "C4H6O2",
  "method": "the ωB97M-V functional and the def2-TZVPD basis",
  "charge": 0,
  "gap_ha": 0.3709,
  "spin_multiplicity": 1,
  "lumo_energy_ev": 0.934,
  "species": ["C", "C", "O", "C", "C", "O", "H", "H", "H", "H", "H", "H"],
  "xyz": [[0.99, 0.55, 0.71], [-0.76, 0.69, 0.21], [-0.86, 0.67, -1.17], [-0.41, -0.71, -1.18], [-0.52, -0.74, 0.37], [-0.51, -1.57, 1.25], [0.98, 0.85, 1.75], [1.62, -0.37, 0.68], [1.42, 1.25, 0.01], [-1.34, 1.52, 0.67], [0.55, -0.78, -1.71], [-1.16, -1.38, -1.60]]
}

{
  "formula": "C4H6O2",
  "method": "the ωB97M-V functional and the def2-TZVPD basis",
  "smiles": "C=C1COCO1",
  "charge": 0,
  "gap_ha": 0.3695,
  "spin_multiplicity": 1,
  "lumo_energy_ev": 0.919,
  "species": ["C", "C", "C", "C", "H", "H", "H", "H", "H", "H", "O", "O"],
  "xyz": [[1.98, -0.17, -0.31], [0.62, -0.08, 0.20], [-0.35, 1.11, 0.42], [-1.49, -0.85, -0.21], [2.54, -1.07, -0.41], [2.58, 0.73, -0.48], [0.10, 2.07, -0.20], [-0.45, 1.37, 1.57], [-1.47, -1.37, -1.32], [-2.32, -1.16, 0.48], [-1.58, 0.56, -0.36], [-0.16, -1.14, 0.63]]
}

{
  "formula": "C4H6O2",
  "method": "the ωB97M-V functional and the def2-TZVPD basis",
  "charge": 0,
  "gap_ha": 0.3006,
  "spin_multiplicity": 1,
  "lumo_energy_ev": -0.338,
  "species": ["C", "C", "O", "C", "C", "O", "H", "H", "H", "H", "H", "H"],
  "xyz": [[0.36, 1.24, -1.21], [0.98, -0.09, 0.56], [0.12, 0.18, 1.58], [-0.81, -0.90, 1.29], [0.08, -1.21, 0.06], [0.06, -2.01, -0.84], [0.42, 0.54, -2.06], [-0.66, 1.39, -0.86], [0.86, 2.19, -1.41], [1.23, 0.82, -0.27], [-1.81, -0.52, 1.06], [-0.85, -1.64, 2.10]]
}

{
  "formula": "C4H6O2",
  "method": "the ωB97M-V functional and the def2-TZVPD basis",
  "charge": 0,
  "gap_ha": 0.3089,
  "spin_multiplicity": 1,
  "lumo_energy_ev": 0.367,
  "species": ["C", "O", "C", "C", "O", "C", "H", "H", "H", "H", "H", "H"],
  "xyz": [[-1.28, 0.44, 0.00], [-0.58, 0.87, -1.15], [0.50, -0.04, -1.21], [1.45, 0.23, -0.03], [0.77, -0.38, 1.08], [-0.39, -0.72, 0.41], [-2.29, 0.11, -0.29], [-1.37, 1.20, 0.79], [0.00, -1.14, -0.85], [2.43, -0.26, -0.14], [1.59, 1.31, 0.11], [-0.85, -1.62, 0.82]]
}

{
  "formula": "C4H6O2",
  "method": "the ωB97M-V functional and the def2-TZVPD basis",
  "smiles": "O=CC1COC1",
  "charge": 0,
  "gap_ha": 0.3954,
  "spin_multiplicity": 1,
  "lumo_energy_ev": 0.763,
  "species": ["O", "C", "C", "C", "O", "C", "H", "H", "H", "H", "H", "H"],
  "xyz": [[2.46, -0.05, 0.37], [1.41, -0.63, 0.44], [0.20, -0.29, -0.40], [-1.18, -0.49, 0.22], [-1.41, 0.92, 0.29], [-0.17, 1.20, -0.38], [1.28, -1.44, 1.19], [0.34, -0.73, -1.39], [-1.93, -0.98, -0.41], [-1.20, -0.97, 1.21], [0.52, 1.80, 0.23], [-0.32, 1.67, -1.36]]
}

{
  "formula": "C4H6O2",
  "method": "the ωB97M-V functional and the def2-TZVPD basis",
  "smiles": "C=C=O.CC=O",
  "charge": 0,
  "gap_ha": 0.3442,
  "spin_multiplicity": 1,
  "lumo_energy_ev": 0.161,
  "species": ["C", "C", "O", "C", "O", "C", "H", "H", "H", "H", "H", "H"],
  "xyz": [[0.82, -1.38, -0.86], [0.11, -0.81, 0.34], [0.38, -1.03, 1.49], [-0.37, 1.35, -0.21], [-0.03, 1.33, -1.33], [-0.87, 1.66, 0.98], [1.55, -2.11, -0.52], [0.05, -1.87, -1.46], [1.30, -0.63, -1.50], [-1.29, 2.65, 1.02], [-0.87, -0.20, 0.19], [-0.79, 1.03, 1.86]]
}

{
  "formula": "C4H6O2",
  "method": "the ωB97M-V functional and the def2-TZVPD basis",
  "charge": 0,
  "gap_ha": 0.3554,
  "spin_multiplicity": 1,
  "lumo_energy_ev": 0.787,
  "species": ["C", "C", "C", "O", "C", "O", "H", "H", "H", "H", "H", "H"],
  "xyz": [[0.64, 0.68, 1.44], [-0.20, 1.12, 0.25], [-0.61, 0.14, -0.79], [-0.05, -1.04, -0.55], [-0.42, -1.84, -1.66], [0.06, -1.74, -2.74], [0.12, -0.06, 2.04], [1.59, 0.24, 1.11], [0.86, 1.55, 2.07], [0.31, 1.88, -0.36], [-1.13, 1.61, 0.55], [-1.18, -2.55, -1.35]]
}

{
  "formula": "C4H6O2",
  "method": "the ωB97M-V functional and the def2-TZVPD basis",
  "smiles": "CCC(=O)C=O",
  "charge": 0,
  "gap_ha": 0.3769,
  "spin_multiplicity": 1,
  "lumo_energy_ev": 0.696,
  "species": ["C", "C", "C", "O", "C", "O", "H", "H", "H", "H", "H", "H"],
  "xyz": [[0.85, 0.82, 1.35], [-0.31, -0.17, 1.14], [-0.34, -0.55, -0.35], [0.66, -0.32, -1.01], [-1.16, -1.08, -1.56], [-1.81, -0.37, -2.30], [1.80, 0.37, 1.04], [0.70, 1.71, 0.72], [0.94, 1.14, 2.39], [-1.25, 0.24, 1.51], [-0.13, -1.08, 1.74], [-0.85, -2.10, -1.84]]
}

{
  "formula": "C4H6O2",
  "method": "the ωB97M-V functional and the def2-TZVPD basis",
  "smiles": "CC(=O)CC=O",
  "charge": 0,
  "gap_ha": 0.3815,
  "spin_multiplicity": 1,
  "lumo_energy_ev": 0.537,
  "species": ["C", "C", "O", "C", "C", "O", "H", "H", "H", "H", "H", "H"],
  "xyz": [[-1.03, -1.20, 0.86], [0.30, -0.67, 0.24], [1.39, -1.03, 0.64], [0.03, 0.55, -0.56], [1.16, 1.39, -1.14], [0.98, 2.24, -1.98], [-1.99, -0.72, 0.59], [-0.95, -1.18, 1.96], [-1.07, -2.22, 0.52], [-0.84, 0.54, -1.21], [-0.51, 0.69, 0.45], [2.18, 1.16, -0.77]]
}

{
  "formula": "C4H6O2",
  "method": "the ωB97M-V functional and the def2-TZVPD basis",
  "charge": 0,
  "gap_ha": 0.3558,
  "spin_multiplicity": 1,
  "lumo_energy_ev": 0.493,
  "species": ["O", "C", "C", "C", "C", "O", "H", "H", "H", "H", "H", "H"],
  "xyz": [[-0.09, -0.85, -1.49], [-0.79, -0.60, -0.43], [-0.37, -0.76, 0.96], [0.01, 0.68, 0.59], [0.94, 0.40, -1.06], [2.07, 0.10, -0.83], [-1.83, -0.26, -0.57], [0.51, -1.39, 1.10], [-1.15, -0.90, 1.70], [-0.77, 1.43, 0.72], [0.95, 1.00, 1.02], [0.52, 1.16, -1.72]]
}

{
  "formula": "C4H6O2",
  "method": "the ωB97M-V functional and the def2-TZVPD basis",
  "charge": 0,
  "gap_ha": 0.3414,
  "spin_multiplicity": 1,
  "lumo_energy_ev": 0.850,
  "species": ["O", "C", "C", "C", "O", "C", "H", "H", "H", "H", "H", "H"],
  "xyz": [[0.69, 1.70, 0.00], [-0.06, 0.55, 0.30], [0.70, -0.52, 1.02], [0.55, -0.79, -0.39], [-0.63, -1.42, -0.82], [-1.20, -0.12, -0.61], [0.20, 2.51, 0.18], [1.72, -0.25, 1.26], [0.18, -1.13, 1.74], [1.28, -0.63, -1.16], [-2.13, -0.22, -0.07], [-1.29, 0.37, -1.59]]
}